Here is a 2-piece molecular cluster, CH4NO3S overall in a non-equilibrium geometry from the OMol25 dataset. Energies are from wB97M-V/def2-TZVPD.

Last column: natural (NBO) charge in e.
CARTESIAN COORDINATES (ANGSTROEM)
C: 1.394689 -0.337927 -0.469424  0.271
N: -0.556760 -0.471448 1.123766  -1.259
O: -1.124034 1.496545 -0.379076  -0.993
O: -1.819696 -0.981396 -0.925878  -1.020
O: 1.966175 0.729772 -0.342222  -0.641
S: -1.751738 -0.004677 0.176784  1.552
H: 0.606565 -0.770196 -1.255122  0.180
H: 1.884963 -1.236033 0.246012  0.078
H: -0.441806 -0.033608 2.004182  0.345
H: -0.158359 1.608971 -0.179021  0.486

Forces on atoms 1 to 2 (eV/Å):
C 1.40 -3.03 1.50
N 0.02 -1.22 -1.79

Properties
**Charge**: -1
**HOMO**: -0.1301 hartree
**Maximum force**: 3.7 eV/A


Here is C45H58As2BiINO16P as an isolated structure from the OMol25 dataset. Energies are from wB97M-V/def2-TZVPD.

Last column: Mulliken charge in e.
CARTESIAN COORDINATES (ANGSTROEM)
Bi: 0.617788 0.058649 -0.493413  2.940
C: -4.135247 1.603272 -1.122315  -2.039
C: -3.161520 0.474007 -0.807079  0.186
O: -2.129696 0.772787 -0.227264  -0.477
C: -3.534805 -0.898720 -1.165705  1.552
C: -4.900078 -1.235752 -1.227831  -0.755
C: -5.343047 -2.510688 -1.502747  -1.221
C: -4.374465 -3.504699 -1.764828  -0.535
C: -3.036990 -3.213875 -1.752740  -0.978
C: -2.525402 -1.895120 -1.455819  0.100
O: -1.281850 -1.677967 -1.497995  -0.657
H: -3.593607 2.545383 -1.037016  0.269
H: -4.958834 1.611560 -0.400919  0.531
H: -4.558051 1.496589 -2.122478  0.331
H: -5.636854 -0.464655 -1.022507  0.314
H: -6.401528 -2.741355 -1.512533  0.349
H: -4.698301 -4.517504 -1.983399  0.390
H: -2.288335 -3.971694 -1.958532  0.399
C: -1.739695 1.799558 -6.226801  -2.083
C: -1.130184 0.781343 -5.279231  2.192
C: -2.051434 0.550931 -4.088607  -1.028
C: -0.856874 -0.532449 -6.011768  -1.813
O: 0.096739 1.415900 -4.843760  -0.049
P: 1.282555 0.676020 -4.037780  -0.731
O: 2.066040 -0.205109 -4.933048  -0.868
O: 0.719179 0.060153 -2.775376  0.049
O: 2.113818 1.981758 -3.590125  0.095
C: 3.233346 2.562047 -4.296728  1.765
C: 4.457347 1.659162 -4.168218  -1.538
C: 2.889820 2.817306 -5.762453  -1.750
C: 3.473660 3.877983 -3.575154  -1.678
H: -2.710820 1.445601 -6.583691  0.365
H: -1.080931 1.963873 -7.085038  0.430
H: -1.879876 2.752133 -5.705841  0.333
H: -3.030188 0.202829 -4.431263  0.641
H: -2.168317 1.489305 -3.537012  -0.100
H: -1.630776 -0.188084 -3.403771  -0.042
H: -1.802506 -0.948463 -6.370404  0.491
H: -0.382489 -1.257433 -5.346578  0.242
H: -0.184814 -0.367925 -6.858369  0.386
H: 4.234243 0.677080 -4.589784  0.301
H: 4.730438 1.538290 -3.114325  0.232
H: 5.304248 2.101534 -4.703093  0.499
H: 2.719217 1.871230 -6.281032  0.299
H: 3.714605 3.351344 -6.241070  0.526
H: 1.979862 3.420199 -5.835287  0.235
H: 3.604244 3.697288 -2.503918  0.315
H: 2.620537 4.549091 -3.708402  0.320
H: 4.372547 4.361818 -3.966016  0.404
C: 1.908215 -4.526457 -1.699203  -0.834
C: 2.600182 -3.514888 -1.047937  -0.519
C: 2.138342 -2.979683 0.146988  0.392
C: 0.942788 -3.441107 0.722547  1.093
C: 0.267248 -4.488366 0.077036  -0.924
C: 0.743887 -5.011920 -1.114621  -0.541
N: 0.437075 -2.901773 1.901739  0.783
C: -0.836243 -3.137384 2.399734  -0.410
C: -2.021112 -3.206567 1.794385  -0.468
C: -3.179101 -2.783070 2.629849  -0.363
C: -3.144537 -3.230466 4.062435  -1.091
C: -1.975844 -3.164266 4.672771  -1.247
C: -0.745252 -2.893994 3.873791  -0.371
H: 2.256345 -4.916910 -2.646454  0.355
H: 3.513399 -3.117345 -1.478633  0.358
H: 2.704884 -2.204599 0.651347  0.007
H: -0.647973 -4.875331 0.507409  0.437
H: 0.185625 -5.807275 -1.597914  0.370
H: -2.146202 -3.252685 0.717618  0.186
H: -4.117700 -3.039863 2.149766  0.580
H: -4.075273 -3.451475 4.574160  0.331
H: -1.854961 -3.372381 5.729908  0.469
H: 0.051120 -3.520872 4.268262  1.021
C: 2.925961 2.634593 2.264205  -0.488
O: 2.485603 3.443422 3.381519  -0.438
C: 1.718731 2.909313 4.344091  -0.602
O: 1.390324 3.591057 5.279161  -0.638
C: 1.213574 1.487650 4.195714  0.288
C: 1.509801 0.634045 5.174790  0.071
As: 0.546558 -1.032811 5.591236  -0.201
C: -1.067488 -0.087165 6.219767  -0.928
C: -0.115182 -1.477088 3.776430  0.484
C: -0.995513 -0.384178 3.182413  -0.101
As: 0.013693 1.242956 2.621793  2.939
C: -1.069891 2.810530 3.146772  -1.698
C: -2.289864 -0.402315 2.771620  0.508
O: -3.282318 -1.306401 2.703955  -0.422
O: -2.774708 0.767468 2.270378  -0.245
C: -4.097111 0.844218 1.764879  -1.148
C: 1.113823 -1.837626 2.810061  -0.204
O: 1.650847 -0.857198 2.149586  0.069
O: 2.032579 -2.529884 3.700803  -0.318
C: 3.343347 -2.723111 3.216638  -0.677
C: 2.401195 1.006404 6.327343  -0.102
O: 2.007107 0.986853 7.461343  -0.614
O: 3.692720 1.338838 6.093507  -0.391
C: 4.366369 0.898024 4.899840  0.009
H: 3.952829 2.920602 2.057098  0.430
H: 2.295279 2.828360 1.401161  0.232
H: 2.895085 1.574009 2.497033  0.093
H: -0.913959 0.192361 7.261472  0.436
H: -1.930386 -0.749120 6.132155  0.339
H: -1.240844 0.805258 5.620220  0.085
H: -1.575955 2.687189 4.103409  0.344
H: -1.789850 2.985160 2.350380  0.237
H: -0.392492 3.665714 3.192579  0.641
H: -4.196255 1.860863 1.383042  0.380
H: -4.837968 0.676093 2.549969  0.304
H: -4.273794 0.132769 0.957843  0.492
H: 3.960521 -2.975037 4.082534  0.319
H: 3.726211 -1.817541 2.746193  0.117
H: 3.394629 -3.544702 2.496777  0.255
H: 4.641232 1.765968 4.307512  0.176
H: 3.753160 0.226660 4.302583  -0.155
H: 5.266835 0.372669 5.211948  0.369
C: -0.744711 3.941202 -2.335603  -1.097
O: -0.451838 2.604999 -1.941329  0.706
C: 0.224227 2.388767 -0.779455  0.303
O: 0.493659 3.302146 -0.034556  -0.752
H: -1.810581 3.992092 -2.558791  0.239
H: -0.175202 4.150990 -3.240715  0.076
H: -0.489681 4.644437 -1.548662  0.435
I: 4.584218 0.199520 0.236699  -0.300
C: 2.869029 0.528469 -1.006052  -1.587
H: 3.077899 -0.086338 -1.881064  0.468
H: 2.940914 1.572997 -1.298142  0.510

Forces on atoms 1 to 2 (eV/Å):
Bi 0.21 0.15 -0.32
C -0.18 0.02 -0.31

Properties
**Charge**: -2
**HOMO**: -0.1020 hartree
**Maximum force**: 0.6 eV/A


Here is C30H50BrN3P2SW as an isolated structure in a non-equilibrium geometry from the OMol25 dataset. Energies are from wB97M-V/def2-TZVPD.

Last column: Mulliken charge in e.
CARTESIAN COORDINATES (ANGSTROEM)
C: -2.544012 -4.431451 -0.833934  -0.201
C: -1.257041 -4.136844 -0.347327  0.711
C: -0.188484 -5.070472 -0.354627  -0.121
C: -0.509895 -6.293114 -0.942460  -0.533
N: -1.702121 -6.541307 -1.323067  -0.409
C: -2.685579 -5.723101 -1.334509  -0.579
C: -1.081440 -2.812201 0.218492  -1.283
C: -0.881666 -1.862567 1.089529  1.092
C: -0.812078 -1.559295 2.504739  -0.113
C: -0.114235 -0.325834 2.711047  0.657
C: 0.235428 0.390972 3.858365  -0.642
C: -0.303062 -0.205445 4.965693  -0.318
C: -0.845748 -1.508007 4.939761  -0.337
C: -1.065517 -2.258646 3.741555  -0.544
W: 0.440341 0.596043 1.019036  0.751
P: 0.212853 -0.362287 -1.386169  -0.090
H: 0.776954 -4.831531 0.100412  0.477
H: -3.348778 -3.690404 -0.757254  0.511
H: 0.277343 -7.002644 -0.968757  0.449
H: -3.660901 -5.981081 -1.644070  0.450
H: -1.422755 -3.305565 3.819664  0.563
H: -0.175565 1.678659 2.156487  -0.105
H: -1.092892 -1.888464 5.942839  0.462
H: 0.582181 1.401736 3.710311  0.791
C: 0.750980 0.868003 -2.716627  -0.588
C: 1.149138 0.383535 -4.128352  -1.518
H: 1.596125 1.421648 -2.275795  0.614
H: -0.074649 1.590226 -2.829769  0.664
H: 1.519415 1.205407 -4.760999  0.461
H: 1.958913 -0.353874 -4.123485  0.294
H: 0.307695 -0.029202 -4.698214  0.292
C: 1.235586 -1.849940 -1.882959  0.035
C: 0.781105 -2.684760 -3.099534  -1.726
H: 1.237405 -2.485895 -0.985395  0.322
H: 2.278946 -1.529376 -2.066837  0.481
H: 1.461506 -3.526467 -3.303168  0.457
H: -0.207138 -3.141189 -2.939183  0.340
H: 0.768588 -2.094378 -4.031138  0.316
C: -1.486024 -0.725212 -2.064771  0.275
C: -1.733786 -0.779670 -3.591029  -1.628
H: -2.114692 0.083506 -1.652337  0.153
H: -1.823114 -1.663459 -1.603662  -0.029
H: -2.776985 -1.010999 -3.849182  0.451
H: -1.525201 0.183924 -4.078446  0.416
H: -1.150648 -1.565502 -4.098477  0.270
Br: -0.212083 1.116345 6.437947  -0.014
P: 3.022912 0.278494 0.900676  0.864
C: 3.899280 -0.033643 -0.654620  -0.309
C: 5.315592 0.549274 -0.656944  -1.289
H: 3.297925 0.394255 -1.482254  0.144
H: 3.927930 -1.126301 -0.798722  0.515
H: 5.779737 0.284654 -1.614872  0.455
H: 5.316185 1.647434 -0.586183  0.330
H: 5.948274 0.134298 0.147170  0.311
C: 3.407538 1.936978 1.445394  -0.610
C: 4.495923 2.020939 2.504078  -1.531
H: 2.495584 2.430015 1.818246  0.500
H: 3.712496 2.500640 0.554638  0.546
H: 4.589920 3.051310 2.850400  0.458
H: 4.295379 1.421547 3.391992  0.367
H: 5.483867 1.737098 2.129381  0.335
C: 3.312800 -0.999421 2.121117  -0.360
C: 4.783170 -1.389765 2.268010  -1.374
H: 2.728660 -1.896766 1.852740  0.367
H: 2.917071 -0.651709 3.085361  0.352
H: 4.874122 -2.154582 3.048108  0.441
H: 5.201738 -1.828510 1.353243  0.375
H: 5.422874 -0.550245 2.572403  0.312
C: -3.611770 6.374077 -0.026692  -1.266
C: -3.380660 5.061222 -0.704197  -0.197
N: -2.355756 4.310815 0.089238  -0.111
C: -2.177107 2.982650 0.123927  0.496
S: -0.407687 2.446990 0.182374  -0.390
N: -3.193187 2.083375 0.152128  0.150
C: -4.491613 2.411694 0.821016  -0.595
C: -5.678461 1.996192 -0.011012  -1.209
H: -3.841672 6.261138 1.034597  0.336
H: -4.425624 6.918125 -0.478772  0.409
H: -2.732312 7.005861 -0.066355  0.392
H: -4.281892 4.439990 -0.750602  0.121
H: -3.036971 5.230461 -1.732540  0.355
H: -1.476985 4.832948 0.140988  0.395
H: -2.893248 1.110828 0.263105  0.097
H: -4.544468 1.913347 1.805514  0.353
H: -4.492073 3.489971 1.005292  0.395
H: -5.753706 0.909569 -0.096209  0.370
H: -6.586534 2.371300 0.475404  0.393
H: -5.641666 2.403630 -1.020916  0.332

Forces on atoms 1 to 2 (eV/Å):
C 0.45 0.05 0.02
C 0.36 2.48 0.30

Properties
**Charge**: +4
**⟨S²⟩**: 2.0293
**HOMO (alpha / beta)**: -0.6947 / -0.6943 hartree
**Maximum force**: 4.9 eV/A
**Multiplicity**: 3


> Among the records above, which one has the lowest charge?

C45H58As2BiINO16P


> What is the formula in the first record?

CH4NO3S


> maximum force of number 1 (CH4NO3S)?

3.7 eV/A


> Which value of maximum force does entry 1 give?

3.7 eV/A